# 1
This record from the OMol25 dataset describes a molecular structure, C29H41N3OPPbS2. The level of theory is ωB97M-V with the def2-TZVPD basis set.

Results
Molar mass ... 749.98 Da
Energy above the lowest of the compared OMol25 structures with the same formula, charge and spin ... 3.8 kcal per mole
Charge ... +3
Gap between HOMO and LUMO (spin up / spin down) ... 6.1 / 5.9 eV

Atoms and positions in Å:
Pb 0.13120 0.87796 0.43655
O 2.06528 -0.21496 2.41772
C 1.58482 -0.02337 3.77494
C 0.68982 -1.15683 4.21090
C -0.56208 -1.32879 3.33378
C -1.49564 -0.14680 3.41531
C -2.34617 -0.01681 4.50577
C -3.17473 1.08642 4.61683
C -3.14991 2.04749 3.61624
C -2.30226 1.85220 2.55348
N -1.48411 0.78218 2.43668
H 2.62942 -0.99719 2.39651
H 1.03497 0.91840 3.76281
H 2.42614 0.09239 4.45503
H 0.38693 -0.96306 5.24412
H 1.25414 -2.09151 4.22013
H -1.08887 -2.22295 3.66663
H -0.27478 -1.48834 2.29191
H -2.35193 -0.79022 5.26763
H -3.83677 1.19365 5.46671
H -3.77943 2.92741 3.65624
H -2.27720 2.57512 1.73801
S -1.38236 2.48367 -1.28664
C -0.00133 2.51375 -2.23294
N 1.13101 1.86980 -1.86842
C 2.07941 1.97119 -2.80547
C 3.38381 1.40999 -2.73698
C 4.22553 1.62885 -3.77588
C 3.81634 2.39741 -4.91735
C 2.55570 2.95481 -5.01856
C 1.68410 2.74880 -3.96144
S 0.07756 3.32067 -3.78078
H 3.68604 0.83849 -1.86578
H 5.23079 1.22444 -3.74804
H 4.52622 2.54721 -5.72542
H 2.26097 3.53027 -5.88862
C -0.30232 -1.15116 -3.81111
C -1.24541 -2.05886 -3.00641
C -1.22492 -3.51341 -3.51406
P -0.92310 -1.95322 -1.20603
C -2.47815 -2.11444 -0.25022
C -3.29688 -0.82208 -0.38532
C -3.29763 -3.34081 -0.69409
C 0.44381 -2.99274 -0.58040
C -0.01511 -4.42552 -0.26248
C 1.65626 -2.92736 -1.52016
H -0.64730 -1.11357 -4.84627
H 0.72093 -1.53974 -3.81771
H -0.28690 -0.12488 -3.42543
H -2.26040 -1.66379 -3.08500
H -0.20678 -3.88329 -3.63589
H -1.69387 -3.52279 -4.50161
H -1.78276 -4.20913 -2.89004
H -2.17044 -2.23833 0.79023
H -3.49491 -0.56827 -1.43032
H -2.81285 0.03368 0.09244
H -4.26344 -0.96511 0.09923
H -3.68643 -3.21820 -1.70650
H -4.15825 -3.41614 -0.02401
H -2.74861 -4.27995 -0.62993
H 0.71616 -2.50230 0.35764
H -0.33808 -4.95964 -1.15704
H -0.81458 -4.45702 0.48053
H 0.83958 -4.96609 0.15119
H 1.45909 -3.41444 -2.47571
H 2.48370 -3.46333 -1.05376
H 1.98291 -1.90129 -1.71302
C 1.89634 5.28207 2.49766
C 2.69042 4.14597 2.44215
C 2.19062 3.01129 1.83817
N 0.95683 2.97203 1.29579
C 0.19619 4.08260 1.33863
C 0.63079 5.25019 1.92883
H 2.25847 6.18211 2.97859
H 3.68853 4.13597 2.86143
H 2.78205 2.10563 1.77735
H -0.78266 4.03414 0.88093
H -0.01351 6.11954 1.94015

Here are the Löwdin charges for atoms 1 to 2, given in e:
1. Pb 1.27
2. O -0.18


# 2
This record from the OMol25 dataset describes C4H8O2 in the gas phase. The level of theory is ωB97M-V with the def2-TZVPD basis set.

Results
Molar mass ... 88.11 Da
Energy above the lowest of the compared OMol25 structures with the same formula, charge and spin ... 44.2 kcal per mole
SMILES ... COCC(C)=O
Gap between HOMO and LUMO ... 10.3 eV

Atoms and positions in Å:
C 1.61932 -0.55499 -0.88819
O 1.41164 0.32678 0.16306
C 0.29518 1.15268 0.09955
C -1.11464 0.62969 0.24515
C -1.41171 -0.72912 0.78981
O -2.00889 1.39538 -0.01497
H 1.70474 -0.00833 -1.82072
H 2.50806 -1.19525 -0.79452
H 0.72751 -1.15752 -0.99477
H 0.32979 1.51559 1.18338
H 0.35666 1.93521 -0.69514
H -2.44891 -0.91677 1.07815
H -0.76247 -0.96219 1.62663
H -1.21672 -1.47150 0.01989

Here are the Löwdin charges for atoms 1 to 2, given in e:
1. C -0.11
2. O -0.18


# 3
This record from the OMol25 dataset describes 2 unconnected molecules or ions with the total composition CH8N2S2. The level of theory is ωB97M-V with the def2-TZVPD basis set.

Results
Molar mass ... 112.22 Da
Expectation value of S² ... 0.753
Energy above the lowest of the compared OMol25 structures with the same formula, charge and spin ... 34.2 kcal per mole
2S+1 ... 2
Charge ... -1
Gap between HOMO and LUMO (spin up / spin down) ... 3.2 / 7.2 eV

Atoms and positions in Å:
S -2.55259 0.46260 0.22470
S -1.85101 -0.55763 1.88336
H -3.39381 1.23917 0.86421
H -0.72629 -0.24845 1.12245
N 1.09158 0.32271 0.64054
C 1.24098 -0.56784 -0.53233
N 0.20927 -0.29595 -1.63221
H 1.44590 1.26323 0.55303
H 1.59192 -0.07347 1.46203
H 1.07445 -1.54330 -0.16428
H 2.21735 -0.51081 -1.02382
H 0.45044 0.64519 -2.10380
H -0.79819 -0.13546 -1.29390

Here are the Löwdin charges for atoms 1 to 2, given in e:
1. S -0.10
2. S -0.22


# 4
This record from the OMol25 dataset describes C6H9I in the gas phase. The level of theory is ωB97M-V with the def2-TZVPD basis set.

Results
Molar mass ... 208.04 Da
Energy above the lowest of the compared OMol25 structures with the same formula, charge and spin ... 41.0 kcal per mole
SMILES ... C[C@H]1[C@@]2(C)C[C@]12I
Gap between HOMO and LUMO ... 9.0 eV

Atoms and positions in Å:
C 0.90619 2.03663 -0.29928
C -0.24480 0.79409 -0.65226
C -0.33163 -0.55991 -0.05162
C -0.18556 -1.92571 -0.61243
C -0.72988 -0.29936 1.37464
C -1.45333 0.38400 0.21005
I -3.60005 0.14721 0.05580
H 1.20331 2.25531 0.82285
H 0.45202 2.87967 -0.79056
H 1.87852 1.75948 -0.74241
H -0.44817 0.77877 -1.71953
H 0.11929 -2.74729 0.13366
H 0.57835 -1.94606 -1.37888
H -1.05983 -2.36210 -1.04548
H -1.03109 -1.16922 1.96165
H -0.20755 0.44813 1.97032

Here are the Löwdin charges for atoms 1 to 2, given in e:
1. C -0.03
2. C -0.16


# 5
This record from the OMol25 dataset describes 2 unconnected molecules or ions with the total composition C5H9N2. The level of theory is ωB97M-V with the def2-TZVPD basis set.

Results
Molar mass ... 97.14 Da
Energy above the lowest of the compared OMol25 structures with the same formula, charge and spin ... 99.5 kcal per mole
Charge ... +1
Gap between HOMO and LUMO ... 11.7 eV

Atoms and positions in Å:
C -0.05958 0.05963 -1.72454
C -0.26830 -2.32257 0.22988
C -0.15663 -3.52761 0.86898
C 0.37249 2.42228 0.67278
C -0.00596 2.39314 -0.81780
N -0.19381 -1.22825 -0.17778
N 0.13309 1.19315 -1.54642
H -0.30528 -0.82381 -2.22963
H 0.91452 -3.80045 0.96511
H -0.92047 -4.28513 0.58917
H -0.35052 -3.33002 1.92996
H 0.28847 3.33176 1.10388
H -0.36239 1.75429 1.25471
H 1.43277 2.21698 0.81847
H 0.56103 3.22596 -1.21209
H -1.07942 2.72063 -0.72469

Here are the Löwdin charges for atoms 1 to 2, given in e:
1. C 0.15
2. C -0.17


# 6
This record from the OMol25 dataset describes a molecular structure, C10H15BBr2F4MnN2O3. The level of theory is ωB97M-V with the def2-TZVPD basis set.

Results
Molar mass ... 512.79 Da
Expectation value of S² ... 6.044
Energy above the lowest of the compared OMol25 structures with the same formula, charge and spin ... 0.0 kcal per mole
2S+1 ... 5
Charge ... +1
Gap between HOMO and LUMO (spin up / spin down) ... 7.5 / 8.7 eV

Atoms and positions in Å:
Mn 0.11753 -0.24357 0.53555
C -3.51481 -1.05738 -1.00248
C -2.53528 -1.48000 0.07607
C -3.19151 -2.26432 1.19493
O -1.88416 -0.28731 0.61974
C -1.39029 -2.29599 -0.54225
O -1.59032 -3.29665 -1.15769
O -0.15261 -1.80310 -0.33996
H -4.33714 -0.49158 -0.56346
H -3.91351 -1.94562 -1.48915
H -3.02091 -0.44083 -1.75346
H -3.96989 -1.66419 1.66885
H -2.46902 -2.57953 1.94778
H -3.65162 -3.15818 0.77668
H -2.36141 0.18205 1.32553
Br 2.75096 -1.04469 1.80296
C 1.79232 -0.92175 3.46923
Br -0.03715 -1.48393 3.20528
H 1.77982 0.11250 3.79048
H 2.25011 -1.58756 4.18835
N 3.74495 2.13468 -3.80385
C 2.94702 1.60826 -2.86439
C 2.41791 2.39683 -1.82413
C 1.61557 1.82092 -0.88168
N 1.28819 0.51047 -0.90336
C 1.78380 -0.25478 -1.89916
C 2.60275 0.24165 -2.87238
H 3.97832 3.11162 -3.79850
H 4.11482 1.57011 -4.54756
H 2.64059 3.45306 -1.76001
H 1.20891 2.40641 -0.06954
H 1.49620 -1.29693 -1.88854
H 2.97459 -0.41896 -3.64330
F -1.96658 1.48743 2.68333
B -0.86179 2.26159 2.79107
F 0.26197 1.24834 1.56760
F -0.82933 3.39082 2.10495
F -0.08898 2.08008 3.85647

Here are the Löwdin charges for atoms 1 to 2, given in e:
1. Mn 0.91
2. C 0.02


# 7
This record from the OMol25 dataset describes a gas-phase ion, C8H9I2O3S (charge -1). The level of theory is ωB97M-V with the def2-TZVPD basis set.

Results
Molar mass ... 439.03 Da
Energy above the lowest of the compared OMol25 structures with the same formula, charge and spin ... 2.7 kcal per mole
SMILES ... CC(=C/C=C(/C)S(=O)(=O)[O-])/C(I)=C/I
Charge ... -1
Gap between HOMO and LUMO ... 7.5 eV

Atoms and positions in Å:
C -1.24944 -1.95213 -2.14960
C -1.05542 -1.08553 -0.96086
C 0.08240 -0.72767 -0.34990
C 0.26804 0.08469 0.84494
C 0.87142 1.26348 0.65545
C 0.96620 2.35267 1.70915
S 1.44277 1.77694 -0.94423
O 2.19467 0.66576 -1.49205
O 0.15573 1.93222 -1.62260
O 2.17343 3.01457 -0.79070
C -2.32248 -0.43715 -0.45220
I -3.95460 -1.68917 0.16361
C -2.35726 0.87612 -0.57985
I -3.90856 2.10454 0.07923
H -0.54542 -1.72089 -2.99261
H -2.27907 -1.77909 -2.61931
H -1.02020 -3.01311 -1.95650
H 1.08295 -0.84942 -0.99943
H -0.08936 -0.05864 1.79166
H -0.03612 2.49108 2.09107
H 1.40353 3.22662 1.26836
H 1.64339 1.88223 2.47333
H -1.41253 1.44449 -0.95880

Here are the Löwdin charges for atoms 1 to 2, given in e:
1. C -0.10
2. C -0.39


# 8
This record from the OMol25 dataset describes C6H8O2 in the gas phase. The level of theory is ωB97M-V with the def2-TZVPD basis set.

Results
Molar mass ... 112.13 Da
Energy above the lowest of the compared OMol25 structures with the same formula, charge and spin ... 50.7 kcal per mole
SMILES ... O[C@@H]1[C@@H]2[C@@H]3C[C@H]1O[C@@H]32
Gap between HOMO and LUMO ... 10.2 eV

Atoms and positions in Å:
O -2.31147 0.08746 -0.02903
C -1.06758 -0.33589 -0.67030
C 0.00909 -1.14041 0.10300
C 0.87800 -0.19371 0.92973
C 0.43136 1.27368 0.67603
C -0.04893 0.93729 -0.75905
O 1.17034 0.33516 -1.26977
C 1.35909 -0.71183 -0.36486
H -2.62148 -0.73325 0.40624
H -1.24627 -0.78058 -1.64850
H -0.16597 -2.10863 0.51953
H 1.31447 -0.48179 1.85820
H 1.14751 2.08302 0.78964
H -0.49665 1.50289 1.29503
H -0.53015 1.71630 -1.32060
H 2.17864 -1.44971 -0.51529

Here are the Löwdin charges for atoms 1 to 2, given in e:
1. O -0.04
2. C -0.20


Which value of molar mass does entry 4 give?
208.04 Da